ORCA calculation (ωB97M-V with the def2-TZVPD basis set) on an isolated molecule of CH4N2O2S at a distorted geometry.

```
10
Properties=species:S:1:pos:R:3:forces:R:3:nbo_charge:R:1
O -0.527 1.284 -0.051 0.3 -0.2 0.6 -0.621
C -0.443 0.074 0.034 0.4 1.2 -0.8 0.729
N -1.539 -0.734 0.056 -1.0 0.4 1.6 -0.356
O -2.715 0.006 -0.003 -0.9 0.3 0.3 -0.559
N 0.697 -0.665 0.030 0.8 -1.9 0.9 -0.794
S 2.220 0.033 -0.095 0.3 0.3 0.4 0.226
H -1.571 -1.287 -0.739 0.1 -1.6 -1.6 0.372
H -2.431 0.907 0.230 0.0 0.1 -0.2 0.486
H 0.658 -1.620 0.469 -0.1 1.6 -0.8 0.417
H 2.313 0.497 1.180 0.1 0.0 -0.4 0.100
```
Positions in Å, forces in eV/Å.

Values from the calculation:
2S+1: 1
SMILES: O=C(NO)NS
Total energy, eV: -19010.5641
Net charge: 0
HOMO energy, eV: -9.69